1.
{"formula": "C5H13NO", "method": "the ωB97M-V functional and the def2-TZVPD basis", "elements": ["O", "N", "C", "C", "C", "C", "C", "H", "H", "H", "H", "H", "H", "H", "H", "H", "H", "H", "H", "H"], "coordinates": [[0.427, 1.237, 2.823], [-0.144, 0.174, 0.838], [0.964, -1.372, -0.585], [0.105, -0.107, -0.577], [-1.241, -0.409, -1.293], [-1.124, -0.158, -2.783], [0.983, 0.656, 1.683], [1.614, -0.214, 1.908], [-1.191, 0.873, -3.107], [-0.101, -0.429, -3.123], [-1.578, -1.393, -0.981], [0.454, 0.720, -1.196], [-2.050, 0.252, -0.961], [-0.011, 0.495, 3.226], [0.592, -2.100, 0.136], [2.003, -1.114, -0.311], [1.062, -1.920, -1.530], [1.598, 1.303, 1.048], [-0.816, 0.937, 0.891], [-1.908, -0.700, -3.324]], "lowdin_charge": [-0.03, -0.04, -0.07, -0.42, -0.24, -0.12, -0.30, 0.11, 0.07, 0.08, 0.11, 0.13, 0.10, 0.08, 0.08, 0.08, 0.08, 0.12, 0.11, 0.07], "de_lowest_ev": 1.305, "e_lumo_ev": 1.060, "homo_lumo_gap_ev": 10.17, "spin_multiplicity": 1, "homo_ev": -9.11, "smiles": "CC[C@H](C)NCO"}

2.
{"formula": "C4H9NO2", "method": "the ωB97M-V functional and the def2-TZVPD basis", "elements": ["O", "O", "N", "C", "C", "C", "C", "H", "H", "H", "H", "H", "H", "H", "H", "H"], "coordinates": [[-2.099, -0.513, -1.287], [0.985, 1.402, -0.730], [-2.134, 0.678, 0.649], [1.128, -0.978, -1.124], [0.907, 0.213, -0.240], [-1.622, 0.341, -0.566], [1.091, 0.009, 1.238], [-2.981, 0.227, 0.969], [-1.785, 1.479, 1.153], [-0.542, 1.043, -0.821], [0.619, -0.834, -2.078], [2.205, -1.060, -1.301], [0.788, 0.902, 1.786], [0.756, -1.892, -0.660], [2.157, -0.159, 1.420], [0.528, -0.855, 1.591]], "lowdin_charge": [-0.01, -0.04, 0.11, -0.02, -0.49, -0.45, -0.02, 0.10, 0.09, 0.15, 0.10, 0.10, 0.08, 0.09, 0.10, 0.09], "de_lowest_ev": 2.623, "e_lumo_ev": 0.075, "homo_lumo_gap_ev": 9.00, "spin_multiplicity": 1, "homo_ev": -8.93, "smiles": "CC(C)=O.NC=O"}

3.
{"formula": "C5H11NO", "method": "the ωB97M-V functional and the def2-TZVPD basis", "elements": ["O", "N", "C", "C", "C", "C", "C", "H", "H", "H", "H", "H", "H", "H", "H", "H", "H", "H"], "coordinates": [[-0.951, 1.920, -1.277], [0.372, -1.293, -0.278], [-1.418, 1.942, -0.125], [0.812, -2.102, -1.370], [-1.062, 1.125, 1.065], [0.348, 0.519, 1.291], [0.923, -0.015, -0.022], [0.829, 0.548, -0.866], [0.925, -3.105, -0.962], [-1.928, 0.361, 1.120], [-1.252, 1.672, 2.057], [-2.271, 2.679, 0.081], [0.163, -1.988, -2.181], [1.776, -1.810, -1.862], [1.007, 1.283, 1.671], [-0.628, -1.259, -0.490], [0.325, -0.240, 2.026], [2.030, -0.238, 0.121]], "lowdin_spin": [0.02, 0.66, 0.00, 0.08, 0.00, 0.01, 0.10, 0.04, 0.03, 0.00, 0.00, 0.00, 0.02, 0.00, 0.00, 0.02, 0.00, 0.01], "de_lowest_ev": 2.544, "e_lumo_ev": [-3.227, -8.206], "homo_lumo_gap_ev": [10.70, 5.65], "charge": 1, "spin_multiplicity": 2, "homo_ev": [-13.92, -13.86], "s_squared": 0.754}

4.
{"formula": "C6H8BrN3O5", "method": "the ωB97M-V functional and the def2-TZVPD basis", "elements": ["Br", "O", "O", "O", "O", "O", "N", "N", "N", "C", "C", "C", "C", "C", "C", "H", "H", "H", "H", "H", "H", "H", "H"], "coordinates": [[-3.156, -1.345, 0.348], [-3.141, 1.184, 2.123], [-0.246, 3.785, -0.188], [-3.483, 0.154, -1.873], [0.070, -0.177, 0.916], [-2.519, 2.034, -1.551], [-2.801, 0.913, -1.269], [-0.129, 1.543, -0.560], [-1.706, 2.485, 0.959], [-0.484, -1.276, 1.729], [-2.243, 0.375, 0.029], [-2.443, 1.384, 1.166], [-0.299, -0.743, -1.444], [-0.565, 0.234, -0.262], [-0.685, 2.701, 0.032], [-1.286, -0.899, 2.428], [0.722, -0.537, -1.644], [-0.493, -1.757, -1.237], [-0.855, -2.196, 1.175], [-1.014, -0.390, -2.228], [0.286, -1.828, 2.312], [0.850, 1.690, -0.812], [-2.059, 3.246, 1.537]], "lowdin_charge": [0.93, 0.10, 0.13, 0.03, -0.11, 0.13, -0.42, 0.15, 0.21, -0.12, -0.43, -0.48, 0.03, -0.49, -0.50, 0.08, 0.08, 0.06, 0.05, 0.10, 0.09, 0.17, 0.19], "de_lowest_ev": 0.000, "e_lumo_ev": -0.162, "homo_lumo_gap_ev": 10.21, "spin_multiplicity": 1, "homo_ev": -10.37, "smiles": "CO[C@]1(C)NC(=O)NC(=O)[C@@]1(Br)[N+](=O)[O-]"}

5.
{"formula": "C56H44BrCuF4NOP3STe", "method": "the ωB97M-V functional and the def2-TZVPD basis", "elements": ["Te", "Br", "Cu", "S", "P", "P", "P", "F", "F", "F", "F", "O", "N", "C", "C", "C", "C", "C", "C", "C", "C", "C", "C", "C", "C", "C", "C", "C", "C", "C", "C", "C", "C", "C", "C", "C", "C", "C", "C", "C", "C", "C", "C", "C", "C", "C", "C", "C", "C", "C", "C", "C", "C", "C", "C", "C", "C", "C", "C", "C", "C", "C", "C", "C", "C", "C", "C", "C", "C", "H", "H", "H", "H", "H", "H", "H", "H", "H", "H", "H", "H", "H", "H", "H", "H", "H", "H", "H", "H", "H", "H", "H", "H", "H", "H", "H", "H", "H", "H", "H", "H", "H", "H", "H", "H", "H", "H", "H", "H", "H", "H", "H", "H"], "coordinates": [[-4.318, -0.042, -1.713], [1.126, -1.477, -4.359], [0.131, -0.720, -1.078], [-0.092, -1.140, 2.514], [2.239, -1.918, -1.097], [-1.230, 0.636, -2.422], [-1.827, 0.595, 0.283], [4.989, -3.155, -1.205], [5.727, -3.213, -5.804], [3.283, -2.198, -6.239], [6.567, -3.698, -3.261], [0.852, -1.280, 1.358], [-7.407, 3.290, 0.152], [-6.895, 1.024, -0.449], [-2.573, 1.050, -1.316], [-5.659, 1.399, -0.957], [-6.225, 3.639, -0.353], [3.139, -0.378, 4.785], [2.843, -2.103, -3.912], [1.281, -0.544, 6.282], [-0.105, 4.580, -2.794], [4.938, -2.929, -4.774], [-5.309, 0.059, 3.284], [1.880, -4.643, -1.158], [-0.275, 2.174, -2.738], [0.248, 2.074, 1.444], [2.100, -6.174, 0.678], [-3.872, 1.539, 2.049], [-1.573, 3.402, 0.642], [-3.187, 0.456, 1.507], [5.132, -0.164, 1.314], [-3.092, -0.357, -6.513], [-2.900, 0.970, -6.152], [2.443, -5.117, 1.506], [4.413, -1.142, 0.644], [3.722, 1.537, 0.379], [3.261, -2.309, -2.593], [-0.845, 3.430, -2.563], [1.798, 3.237, -3.379], [0.436, -0.812, 5.219], [-5.326, 2.746, -0.912], [4.792, 1.176, 1.182], [-1.002, 2.146, 0.835], [-3.576, -0.828, 1.882], [-1.916, 0.272, -4.068], [1.810, -5.933, -0.657], [-7.721, 1.999, 0.089], [2.643, -0.322, 6.083], [5.363, -3.172, -3.482], [3.675, -2.400, -4.980], [0.961, -0.883, 3.937], [-4.628, -1.031, 2.761], [-2.117, -1.055, -4.435], [-0.936, 4.550, 1.083], [2.234, -3.576, -0.332], [2.307, -0.652, 3.709], [2.995, 0.558, -0.281], [-4.929, 1.344, 2.927], [1.218, 4.486, -3.201], [2.498, -3.822, 1.011], [1.053, 2.090, -3.149], [-2.311, 1.285, -4.938], [3.541, 0.004, 7.242], [-0.657, -2.801, 2.899], [3.333, -0.790, -0.165], [0.893, 3.223, 1.886], [-2.700, -1.372, -5.653], [4.524, -2.866, -2.425], [0.298, 4.463, 1.715], [-1.397, 5.517, 0.925], [4.579, -0.235, 7.013], [-6.138, -0.092, 3.964], [2.140, 0.859, -0.879], [-1.266, -2.769, 3.800], [-3.589, 2.550, 1.788], [1.509, 1.116, -3.293], [-8.685, 1.721, 0.504], [0.875, -0.496, 7.285], [-4.924, -2.038, 3.028], [2.689, -0.684, 2.697], [-2.518, 3.473, 0.115], [2.057, -7.181, 1.070], [0.196, -3.464, 3.017], [3.433, 2.574, 0.271], [-2.851, -2.408, -5.926], [1.798, 5.383, -3.376], [0.742, 1.115, 1.543], [-0.623, -0.954, 5.392], [-1.872, 3.484, -2.225], [1.657, -4.468, -2.205], [4.700, -2.176, 0.760], [-7.210, -0.012, -0.435], [5.967, -0.453, 1.940], [-3.548, -0.598, -7.465], [2.829, 3.156, -3.698], [2.724, -3.004, 1.678], [-3.212, 1.763, -6.820], [3.491, 1.067, 7.483], [4.194, -0.200, 4.608], [-0.559, 5.552, -2.648], [2.667, -5.298, 2.550], [1.531, -6.747, -1.311], [-5.462, 2.199, 3.321], [-5.980, 4.696, -0.305], [5.360, 1.933, 1.707], [-1.267, -3.116, 2.054], [-1.840, -1.849, -3.748], [3.252, -0.549, 8.135], [-4.366, 3.078, -1.288], [0.798, 5.360, 2.059], [1.864, 3.143, 2.361], [-3.068, -1.681, 1.445], [-2.161, 2.321, -4.665]], "lowdin_charge": [1.25, 0.93, 0.05, 0.91, 1.10, 0.78, 0.86, 0.10, 0.14, 0.08, 0.14, -0.60, 0.05, -0.14, -0.96, -0.55, -0.16, -0.03, -0.57, -0.04, -0.08, -0.13, -0.09, -0.09, -0.35, -0.10, -0.08, -0.08, -0.12, -0.39, -0.08, -0.08, -0.07, -0.08, -0.10, -0.07, -0.28, -0.11, -0.08, -0.07, -0.14, -0.07, -0.34, -0.16, -0.43, -0.07, -0.17, -0.27, -0.13, -0.27, -0.37, -0.09, -0.21, -0.08, -0.34, -0.06, -0.10, -0.08, -0.09, -0.10, -0.12, -0.07, -0.05, -0.21, -0.34, -0.09, -0.09, -0.20, -0.09, 0.10, 0.08, 0.10, 0.07, 0.06, 0.09, 0.05, 0.10, 0.12, 0.10, 0.08, 0.08, 0.10, 0.05, 0.11, 0.10, 0.10, 0.05, 0.11, 0.09, 0.11, 0.10, 0.09, 0.11, 0.10, 0.10, 0.09, 0.10, 0.09, 0.11, 0.10, 0.11, 0.11, 0.11, 0.10, 0.11, 0.05, 0.08, 0.08, 0.07, 0.10, 0.10, 0.08, 0.10], "de_lowest_ev": 0.659, "e_lumo_ev": 0.078, "homo_lumo_gap_ev": 6.31, "spin_multiplicity": 1, "homo_ev": -6.24}